# 1
Formula: C17H19N7O2
Source: the Open Molecules 2025 dataset
Level of theory: the ωB97M-V functional and the def2-TZVPD basis

Atoms and positions in Å:
1 N 2.898 -3.361 -2.071
2 C 2.774 -2.045 -1.695
3 O 3.694 -1.372 -2.075
4 C 1.720 -1.606 -0.756
5 N 1.101 -2.565 0.031
6 C 0.225 -2.129 0.962
7 C -0.118 -0.745 1.046
8 N -0.951 -0.181 1.956
9 C -0.910 -0.592 3.373
10 C -2.366 -0.876 3.720
11 C -3.138 0.438 3.904
12 O -2.453 1.318 4.802
13 C -1.184 1.704 4.279
14 C -0.274 0.485 4.265
15 N 1.083 0.776 3.773
16 N 0.375 0.192 0.240
17 C 1.318 -0.238 -0.645
18 C 1.663 0.850 -1.552
19 C 1.750 0.877 -2.945
20 C 1.886 2.297 -3.357
21 C 2.036 2.924 -4.598
22 N 2.254 4.235 -4.680
23 C 2.269 4.944 -3.530
24 C 2.074 4.401 -2.263
25 C 1.879 3.040 -2.208
26 N 1.681 2.187 -1.139
27 H 2.257 -4.059 -1.672
28 H 3.808 -3.622 -2.479
29 H -0.226 -2.884 1.613
30 H -0.921 0.834 1.837
31 H -0.359 -1.514 3.527
32 H -2.431 -1.448 4.644
33 H -2.794 -1.532 2.992
34 H -4.147 0.273 4.283
35 H -3.212 0.912 2.941
36 H -1.268 2.117 3.284
37 H -0.705 2.420 4.977
38 H -0.287 0.126 5.312
39 H 1.580 1.418 4.399
40 H 1.611 -0.086 3.595
41 H 1.699 0.057 -3.603
42 H 1.963 2.305 -5.490
43 H 2.405 6.011 -3.588
44 H 2.122 5.059 -1.393
45 H 1.433 2.467 -0.203

The net charge is 0. For the LUMO energy, the calculation gives -0.1 eV. The spin multiplicity is 1. As for the SMILES: NC(=O)c1ncc(N[C@@H]2CCOC[C@@H]2N)nc1-c1cc2cnccc2[nH]1. For the largest force on an atom, the calculation gives 3.2 eV Å⁻¹.

# 2
Formula: C17H19NO
Source: the Open Molecules 2025 dataset
Level of theory: the ωB97M-V functional and the def2-TZVPD basis

Atoms and positions in Å:
1 C -1.842 3.031 1.074
2 C -1.229 1.794 1.568
3 C -2.043 0.761 2.076
4 N -1.307 -0.442 2.402
5 C 0.078 0.107 2.314
6 C 1.162 -0.705 2.546
7 C 2.331 -0.003 2.328
8 C 2.431 1.285 1.730
9 C 1.330 1.890 1.163
10 C 0.130 1.396 1.620
11 H -1.375 4.060 1.145
12 H -2.854 3.126 1.602
13 H -2.060 2.930 0.068
14 H -3.071 0.797 2.366
15 H -1.461 -0.887 3.171
16 H 1.147 -1.769 2.792
17 H 3.230 -0.584 2.553
18 H 3.454 1.471 1.423
19 H 1.371 2.830 0.620
20 C 2.286 -0.629 -3.130
21 C 1.861 -0.215 -1.646
22 C 0.465 -0.737 -1.365
23 C 0.170 -1.926 -0.750
24 C -1.038 -2.546 -0.880
25 C -2.122 -1.834 -1.435
26 O -3.347 -2.466 -1.494
27 C -1.943 -0.544 -1.908
28 C -0.677 -0.015 -1.875
29 H 1.654 -0.093 -3.901
30 H 2.310 -1.739 -3.242
31 H 3.354 -0.303 -3.108
32 H 2.518 -0.787 -0.898
33 H 1.916 0.905 -1.468
34 H 1.050 -2.534 -0.407
35 H -1.098 -3.678 -0.357
36 H -3.487 -3.164 -2.269
37 H -2.796 0.202 -2.150
38 H -0.499 1.018 -2.281

The net charge is 0. For the LUMO energy, the calculation gives 0.8 eV. The spin multiplicity is 1. As for the SMILES: Cc1c[nH]c2ccccc12.CCc1ccc(O)cc1. For the largest force on an atom, the calculation gives 10.8 eV Å⁻¹.

# 3
Formula: C17H19NO2S
Source: the Open Molecules 2025 dataset
Level of theory: the ωB97M-V functional and the def2-TZVPD basis

Atoms and positions in Å:
1 C -2.299 -0.860 -2.001
2 C -1.097 -0.016 -2.091
3 C 0.244 -0.376 -2.050
4 C 1.254 0.666 -2.040
5 C 0.852 2.111 -2.031
6 C 2.600 0.334 -2.041
7 C 3.043 -0.994 -2.028
8 C 4.513 -1.307 -2.022
9 C 2.074 -2.003 -2.015
10 C 0.709 -1.746 -2.024
11 C -0.221 -2.919 -2.009
12 H -3.146 -0.158 -2.031
13 H -2.413 -1.538 -2.862
14 H -2.381 -1.426 -1.056
15 H -1.313 1.043 -2.234
16 H 1.753 2.736 -1.990
17 H 0.291 2.376 -2.938
18 H 0.226 2.355 -1.161
19 H 3.349 1.129 -2.046
20 H 4.673 -2.389 -2.024
21 H 5.018 -0.889 -2.905
22 H 5.012 -0.891 -1.136
23 H 2.408 -3.042 -1.994
24 H 0.380 -3.839 -2.024
25 H -0.834 -2.943 -1.098
26 H -0.887 -2.952 -2.883
27 S -2.443 -1.630 1.803
28 C -2.117 -0.309 2.757
29 C -3.054 0.773 2.878
30 C -2.741 1.914 3.586
31 C -1.495 2.014 4.251
32 N -1.178 3.183 4.988
33 O -0.072 3.244 5.574
34 O -2.015 4.115 5.029
35 C -0.569 0.944 4.189
36 C -0.881 -0.196 3.480
37 H -4.016 0.690 2.384
38 H -3.427 2.758 3.655
39 H 0.379 1.059 4.714
40 H -0.178 -1.021 3.447

The net charge is 0. For the LUMO energy, the calculation gives -3.2 eV. The spin multiplicity is 1. For the largest force on an atom, the calculation gives 2.0 eV Å⁻¹.

# 4
Formula: C17H19NO6
Source: the Open Molecules 2025 dataset
Level of theory: the ωB97M-V functional and the def2-TZVPD basis

Atoms and positions in Å:
1 C 4.760 -0.756 0.929
2 O 3.973 0.405 0.692
3 C 3.812 0.777 -0.567
4 O 4.315 0.201 -1.509
5 C 2.932 1.994 -0.704
6 C 1.601 1.647 -1.335
7 C 1.474 1.164 -2.615
8 O 2.502 0.874 -3.427
9 C 0.173 0.972 -3.155
10 C -0.908 1.221 -2.380
11 N -0.793 1.651 -1.108
12 C -1.966 1.813 -0.268
13 C -2.171 0.605 0.615
14 C -2.284 0.734 1.983
15 C -2.467 -0.386 2.783
16 C -2.526 -1.651 2.227
17 O -2.698 -2.810 2.919
18 C -2.823 -2.738 4.317
19 C -2.397 -1.792 0.826
20 O -2.454 -3.069 0.356
21 C -2.301 -3.280 -1.024
22 C -2.227 -0.666 0.043
23 C 0.446 1.900 -0.509
24 O 0.491 2.319 0.639
25 H 4.202 -1.651 0.645
26 H 5.683 -0.714 0.348
27 H 4.974 -0.767 1.995
28 H 3.457 2.728 -1.323
29 H 2.727 2.413 0.282
30 H 3.335 0.777 -2.921
31 H 0.079 0.628 -4.170
32 H -1.913 1.090 -2.753
33 H -2.836 1.975 -0.910
34 H -1.804 2.693 0.360
35 H -2.222 1.708 2.441
36 H -2.554 -0.254 3.850
37 H -3.700 -2.153 4.615
38 H -2.947 -3.766 4.654
39 H -1.928 -2.311 4.781
40 H -2.356 -4.359 -1.164
41 H -3.103 -2.802 -1.598
42 H -1.332 -2.918 -1.385
43 H -2.124 -0.762 -1.026

The net charge is 0. For the LUMO energy, the calculation gives 0.7 eV. The spin multiplicity is 1. As for the SMILES: COC(=O)Cc1c(O)ccn(Cc2ccc(OC)c(OC)c2)c1=O. For the largest force on an atom, the calculation gives 0.6 eV Å⁻¹.

# 5
Formula: C17H19NOS
Source: the Open Molecules 2025 dataset
Level of theory: the ωB97M-V functional and the def2-TZVPD basis

Atoms and positions in Å:
1 C -2.878 -1.816 1.815
2 C -3.313 -1.119 0.548
3 O -4.412 -1.253 0.068
4 C -2.261 -0.219 -0.025
5 C -2.309 1.143 0.263
6 C -3.395 1.713 1.125
7 C -1.325 1.960 -0.268
8 C -0.291 1.463 -1.047
9 C 0.715 2.421 -1.610
10 C -0.239 0.090 -1.311
11 C 0.878 -0.479 -2.129
12 S 1.855 -1.764 -1.252
13 C 2.853 -0.833 -0.154
14 C 3.656 -1.531 0.752
15 C 4.449 -0.801 1.611
16 C 4.416 0.589 1.544
17 C 3.587 1.175 0.606
18 N 2.824 0.486 -0.229
19 C -1.249 -0.748 -0.825
20 C -1.285 -2.209 -1.169
21 H -1.927 -2.318 1.659
22 H -2.733 -1.066 2.591
23 H -3.634 -2.528 2.137
24 H -3.193 1.508 2.178
25 H -3.458 2.791 0.998
26 H -4.357 1.272 0.876
27 H -1.367 3.021 -0.069
28 H 0.675 2.423 -2.699
29 H 0.508 3.430 -1.262
30 H 1.719 2.143 -1.299
31 H 1.594 0.280 -2.427
32 H 0.506 -1.000 -3.012
33 H 3.640 -2.609 0.761
34 H 5.084 -1.301 2.327
35 H 5.019 1.194 2.202
36 H 3.523 2.251 0.507
37 H -1.032 -2.369 -2.215
38 H -2.278 -2.618 -0.995
39 H -0.568 -2.771 -0.571

The net charge is 0. For the LUMO energy, the calculation gives 0.7 eV. The spin multiplicity is 1. As for the SMILES: CC(=O)c1c(C)cc(C)c(CSc2ccccn2)c1C. For the largest force on an atom, the calculation gives 0.5 eV Å⁻¹.

Q: Among the records above, which one has the highest LUMO energy?
A: C17H19NO